C50H41AsBrN4O5S4Ti as an isolated structure in a non-equilibrium geometry. Source: the Open Molecules 2025 dataset; level of theory: the ωB97M-V functional and the def2-TZVPD basis.

HOMO level (alpha / beta) = 0.097 / -2.239 eV
LUMO level (alpha / beta) = 0.1429 / 0.1428 hartree
Frontier orbital gap (alpha / beta) = 3.8 / 6.1 eV
Energy above the lowest of the compared OMol25 structures with the same formula, charge and spin = 45.8 kJ/mol
Expectation value of S² = 0.764

Structure (ORCA input):
```
! wB97M-V def2-TZVPD RIJCOSX def2/J DEFGRID3
* xyz -2 2
Br -2.89 -2.57 -5.25
As 2.02 -1.69 -1.29
Ti -0.57 -0.15 -0.43
S -0.99 3.69 -1.22
S 2.91 2.10 -2.10
S 0.91 3.26 2.86
S -0.90 -2.77 -0.23
O 0.54 -1.19 3.52
O -2.40 0.61 6.45
O 0.29 -0.57 1.41
O 0.53 1.50 -0.56
O -0.67 -0.66 5.90
N -2.70 1.60 3.93
N -2.27 0.05 -0.34
N -0.64 -0.31 -2.61
N -1.63 1.27 2.05
C 0.00 -3.73 -1.38
C -4.29 1.14 -1.10
C -4.27 -0.13 0.98
C 0.45 5.10 0.34
C -3.59 0.35 -0.17
C 3.22 -3.30 2.39
C -0.46 0.76 -4.77
C 3.39 -1.52 -2.69
C 1.17 2.57 0.07
C -1.74 0.66 4.21
C 4.65 -2.10 -2.63
C 2.57 -3.07 1.19
C 2.38 1.26 3.41
C -5.58 0.27 1.21
C 4.31 -1.56 0.53
C -3.60 -1.08 1.93
C -1.48 -1.24 -3.20
C -2.60 1.93 2.62
C -6.25 1.10 0.33
C 1.34 -5.41 -3.21
C -5.61 1.51 -0.83
C 4.43 -2.67 2.66
C 1.27 -3.40 -1.87
C 1.70 2.27 4.01
C 3.57 3.57 -0.14
C 0.08 -5.75 -2.73
C 4.97 -1.80 1.73
C -3.67 1.53 -2.41
C -1.74 -1.21 -4.54
C 3.02 -0.84 -3.85
C 1.92 -4.23 -2.78
C 2.53 2.81 -0.60
C -3.51 2.89 1.93
C 3.91 -0.71 -4.90
C 4.45 2.82 -2.14
C -1.39 5.34 -1.04
C -0.21 0.70 -3.43
C 5.18 -1.26 -4.82
C 2.27 1.30 1.99
C -1.62 0.19 5.61
C -0.55 5.97 -0.17
C -0.58 -4.93 -1.84
C 4.68 3.59 -1.03
C 3.11 -2.20 0.24
C 0.32 3.82 -0.14
C -1.22 -0.24 -5.42
C -1.09 0.46 3.00
C 1.48 2.32 1.54
C 5.55 -1.96 -3.68
C 0.00 -0.50 2.63
H 3.61 -0.17 -5.80
H 5.90 -1.28 1.94
H 2.77 -3.95 3.12
H 4.73 -0.85 -0.17
H 2.89 -3.95 -3.17
H 4.93 -2.85 3.60
H 1.60 -3.52 1.01
H 2.92 0.49 3.94
H 2.03 -0.40 -3.93
H -0.08 -0.87 5.06
H 3.55 4.08 0.81
H 1.60 2.47 5.06
H -3.35 1.94 4.62
H -3.03 3.22 1.02
H 5.60 4.12 -0.85
H -1.44 -0.25 -6.48
H 2.71 0.58 1.33
H -2.23 5.76 -1.56
H 1.85 -6.04 -3.93
H -0.40 -6.66 -3.07
H -0.63 7.02 0.09
H -0.07 1.61 -5.33
H -2.52 -1.01 1.87
H -2.60 1.34 -2.41
H 5.13 2.63 -2.96
H -3.72 3.76 2.56
H -1.57 -5.19 -1.49
H -6.08 -0.09 2.11
H 1.23 5.40 1.02
H -3.85 -2.12 1.67
H 0.34 1.49 -2.94
H 5.88 -1.16 -5.64
H -6.13 2.13 -1.55
H -4.09 0.95 -3.23
H -7.27 1.40 0.52
H -3.92 -0.90 2.96
H -3.84 2.59 -2.63
H -1.92 -1.98 -2.55
H -4.45 2.40 1.66
H 4.95 -2.66 -1.75
H 6.53 -2.41 -3.61
*
```

***

A 2-piece molecular cluster, CH4NOPS overall in a non-equilibrium geometry. Source: the Open Molecules 2025 dataset; level of theory: the ωB97M-V functional and the def2-TZVPD basis.

HOMO level (alpha / beta) = -8.053 / -8.051 eV
LUMO level (alpha / beta) = -0.0125 / -0.0128 hartree
Frontier orbital gap (alpha / beta) = 7.7 / 7.7 eV
Energy above the lowest of the compared OMol25 structures with the same formula, charge and spin = 280.7 kJ/mol

Structure (ORCA input):
```
! wB97M-V def2-TZVPD RIJCOSX def2/J DEFGRID3
* xyz 0 1
S 1.13 0.22 0.82
P 3.87 0.02 -0.10
O -1.68 0.35 -0.92
N 2.32 -0.13 -0.16
C -1.32 -0.10 0.29
H -1.56 -1.15 0.54
H 4.12 0.49 1.14
H -1.34 -0.18 -1.64
H -1.39 0.63 0.99
*
```

***

C26H32KN3O5S2 as an isolated structure in a non-equilibrium geometry. Source: the Open Molecules 2025 dataset; level of theory: the ωB97M-V functional and the def2-TZVPD basis.

HOMO level = -1.544 eV
LUMO level = 0.1496 hartree
Frontier orbital gap = 5.6 eV
Energy above the lowest of the compared OMol25 structures with the same formula, charge and spin = 103.1 kJ/mol

Structure (ORCA input):
```
! wB97M-V def2-TZVPD RIJCOSX def2/J DEFGRID3
* xyz -2 1
K -0.66 1.64 -0.70
S 2.16 -0.28 -7.05
S 2.03 1.08 -4.42
O 0.17 1.20 -6.16
O -0.64 7.15 1.89
O -1.74 3.68 -0.60
O -1.94 5.64 0.38
O 1.43 7.16 2.74
N 0.84 3.32 0.45
N -0.56 -0.66 0.43
N 1.99 4.72 1.68
C 0.07 4.43 0.69
C 0.79 5.32 1.47
C 0.97 -4.62 -0.21
C -0.79 -2.91 -0.61
C 1.98 3.52 1.05
C -3.04 -0.45 3.79
C 0.96 -1.29 -1.32
C 3.10 2.55 1.10
C 0.15 -1.79 -0.10
C 1.18 -2.39 0.88
C -1.65 -1.80 2.36
C -1.28 4.55 0.12
C -1.32 -0.70 1.51
C -1.92 0.53 1.91
C 0.79 -3.52 -2.44
C -2.48 -1.68 3.45
C -2.74 0.66 3.00
C -2.78 -2.91 4.27
C 1.74 -2.42 -1.97
C 1.95 -3.54 0.24
C -3.32 2.01 3.33
C 0.51 6.67 2.09
C 0.01 -4.04 -1.24
C -0.38 0.98 -7.43
C 2.73 -3.02 -0.97
C 1.40 0.67 -5.90
H -1.40 -3.29 0.21
H -4.01 1.95 4.17
H -1.41 6.32 1.04
H 1.35 -4.33 -2.91
H 2.29 -2.02 -2.83
H 0.69 -2.73 1.79
H 0.27 -0.85 -2.05
H 3.26 2.22 2.13
H -3.69 -0.36 4.65
H 2.65 -3.97 0.97
H -1.47 -2.47 -1.35
H 0.41 -5.00 0.65
H -3.45 -2.67 5.10
H -1.24 1.64 -7.53
H -0.70 -0.07 -7.54
H 3.44 -2.26 -0.65
H 0.36 1.20 -8.21
H 1.64 -0.51 -0.99
H 4.02 3.00 0.73
H -3.25 -3.68 3.66
H 1.87 -1.59 1.17
H -3.85 2.42 2.48
H -1.26 -2.79 2.16
H -1.70 1.41 1.31
H 1.52 -5.47 -0.64
H 0.10 -3.11 -3.19
H -2.53 2.71 3.59
H -1.86 -3.33 4.69
H 2.73 5.17 2.22
H 2.85 1.69 0.49
H -0.68 -4.84 -1.57
H 3.29 -3.84 -1.44
*
```

***

One molecule with the formula C5H10N2O in a non-equilibrium geometry. Source: the Open Molecules 2025 dataset; level of theory: the ωB97M-V functional and the def2-TZVPD basis.

HOMO level = -7.741 eV
LUMO level = 0.0347 hartree
SMILES = CO[C@@H]1C=NN(C)C1
Frontier orbital gap = 8.7 eV
Energy above the lowest of the compared OMol25 structures with the same formula, charge and spin = 360.2 kJ/mol

Structure (ORCA input):
```
! wB97M-V def2-TZVPD RIJCOSX def2/J DEFGRID3
* xyz 0 1
O 1.68 -0.01 0.96
N -0.14 1.32 -1.53
N -1.04 0.67 -0.84
C 1.05 0.97 -1.20
C 1.76 -1.08 1.89
C 1.14 -0.22 -0.33
C -2.47 0.98 -0.86
C -0.59 -0.46 -0.16
H -1.14 -1.37 -0.61
H 0.82 -1.60 1.96
H 1.96 -0.71 2.89
H -2.77 1.53 -1.78
H 2.67 -1.70 1.75
H -2.98 0.10 -0.70
H 1.60 -1.10 -0.90
H -2.73 1.71 -0.05
H -0.74 -0.53 0.97
H 1.89 1.49 -1.46
*
```